Here is a 2-piece molecular cluster, C8H19N3 overall from the OMol25 dataset. Energies are from the ωB97M-V functional and the def2-TZVPD basis.

Values from the calculation:
DFT total energy	-13069.293	eV
energy relative to the best compared isomer or geometry (same formula, charge and spin)	411.22	kJ/mol
max |F|	4.2	eV Å⁻¹
Kohn-Sham gap (spin up / spin down)	7.9 / 7.9	eV

```
! RIJCOSX wB97M-V def2-TZVPD def2/J DEFGRID3
* xyz 0 1
C -2.33285 0.62227 -0.74737
C -2.13967 -0.89085 -0.55052
C -0.92640 1.06296 -0.46039
C -0.85998 2.41212 0.17581
C 2.72175 1.42310 0.37426
C -1.03259 -1.89023 1.44957
C 1.29930 -1.66073 -1.12282
C 2.32008 -0.13192 0.36746
N -1.10332 -0.92479 0.42351
N -0.26643 0.08306 0.44458
N 1.35766 -0.36243 -0.60891
H -2.83998 0.99061 -1.62562
H -2.99676 0.98520 0.00971
H -2.93906 -1.54188 -0.19537
H -1.92575 -1.30615 -1.49468
H -0.23197 1.06720 -1.44938
H -1.12655 2.48978 1.19769
H -1.34664 3.29076 -0.24848
H 0.18118 2.87012 0.23865
H 2.37390 1.81453 -0.50422
H 2.09701 1.90336 1.16716
H 3.75387 1.73598 0.54885
H -0.07007 -1.67559 1.88891
H -1.93952 -1.98934 2.11745
H -1.00452 -2.91212 1.10976
H 1.22882 -2.52317 -0.41107
H 0.30695 -1.66158 -1.72200
H 2.10600 -2.03631 -1.71321
H 3.25474 -0.60630 -0.04983
H 2.08081 -0.63768 1.39048
*
```



Here is C30H60Br6O12S6 as an isolated structure from the OMol25 dataset. Energies are from the ωB97M-V functional and the def2-TZVPD basis.

Values from the calculation:
DFT total energy	-541884.571	eV
energy relative to the best compared isomer or geometry (same formula, charge and spin)	3099.13	kJ/mol
max |F|	10.2	eV Å⁻¹
Kohn-Sham gap	8.2	eV

```
! RIJCOSX wB97M-V def2-TZVPD def2/J DEFGRID3
* xyz 0 1
C -0.57254 -0.74347 1.49308
C -0.18720 0.80181 1.68521
C 0.14101 1.30974 0.30082
S 1.08828 -0.05559 -0.52225
O 2.48785 0.36733 -0.62965
O 0.33422 -0.66144 -1.60951
C 0.79662 -1.27186 0.84004
H -1.48203 -0.81776 0.89692
H -0.92192 -1.21962 2.40923
H 0.66327 1.00883 2.33477
H -1.06073 1.28638 2.12137
H 0.87959 2.10546 0.20367
H -0.62764 1.64408 -0.39594
H 1.71070 -1.11939 1.41389
H 0.93312 -2.23321 0.34478
C -4.20362 1.68848 1.05471
C -2.92043 2.42931 0.66786
C -2.98311 2.85943 -0.82760
S -4.55701 2.20181 -1.54806
O -4.25597 1.60574 -2.86897
O -5.48748 3.29191 -1.34707
C -4.79142 0.96180 -0.19968
H -4.91686 2.40515 1.46185
H -4.08886 0.92186 1.82101
H -2.11127 1.74636 0.92661
H -2.82088 3.31338 1.29763
H -2.32226 2.20147 -1.39194
H -2.98692 3.92598 -1.05241
H -4.22076 0.08587 -0.50820
H -5.85440 0.72915 -0.13590
C -1.42290 -2.23551 -2.75967
C -1.33206 -1.24085 -3.89556
C -2.48307 -0.20728 -3.62389
S -3.89155 -1.11328 -2.87666
O -5.00738 -1.21002 -3.80609
O -4.04633 -0.51104 -1.53409
C -3.01374 -2.64774 -2.71420
H -0.99226 -1.78066 -1.86760
H -0.85825 -3.09714 -3.11583
H -1.54245 -1.79422 -4.81078
H -0.34010 -0.79483 -3.82346
H -2.84455 0.55662 -4.31229
H -2.14239 0.40942 -2.79220
H -3.35474 -3.28698 -3.52858
H -3.45758 -3.23984 -1.91389
C 2.18872 -0.08646 6.17075
C 2.86597 -1.06185 5.12488
C 2.17807 -0.89390 3.79585
S 0.43124 -0.34836 4.10377
O -0.44562 -1.44769 3.73251
O 0.31406 1.06594 3.62238
C 0.66562 -0.27324 5.94424
H 2.52739 0.93395 5.99138
H 2.57180 -0.27777 7.17312
H 2.69385 -2.10746 5.38021
H 3.95366 -1.03518 5.05918
H 1.89222 -1.78341 3.23446
H 2.58892 -0.24780 3.02005
H 0.40988 -1.23762 6.38319
H 0.01346 0.47279 6.39836
C 2.34551 -2.16974 -3.11430
C 3.58984 -3.10692 -3.29558
C 4.12968 -3.30594 -1.96944
S 2.81170 -3.36208 -0.75079
O 2.97345 -2.36913 0.31531
O 2.47328 -4.75280 -0.35732
C 1.51948 -2.71384 -1.98822
H 1.85552 -1.94467 -4.06159
H 2.82181 -1.26264 -2.74226
H 4.19216 -2.48710 -3.95976
H 3.40305 -4.00206 -3.88882
H 4.80637 -2.50036 -1.68442
H 4.68714 -4.23682 -1.86552
H 0.74443 -2.24198 -1.38427
H 1.13536 -3.63745 -2.42122
C 2.39707 0.53183 -3.41596
C 2.57488 1.87914 -4.17781
C 1.34022 2.70860 -4.08405
S -0.04576 1.62738 -3.47537
O -1.04406 1.55081 -4.55243
O -0.40869 2.01540 -2.10510
C 0.94807 0.06733 -3.47051
H 2.64033 0.69699 -2.36636
H 3.04147 -0.29494 -3.71481
H 2.82467 1.63918 -5.21131
H 3.51130 2.33345 -3.85404
H 1.09469 3.18401 -5.03368
H 1.38925 3.55427 -3.39809
H 0.67569 -0.37037 -4.43089
H 0.57099 -0.63982 -2.73170
Br 0.13582 3.66014 -0.46943
C -0.13483 3.86515 1.48098
C -1.29535 4.79976 1.84206
Br -0.97039 5.46252 3.72826
H 0.69029 4.47902 1.84214
H -0.18890 2.90250 1.98940
H -2.27485 4.37684 1.61889
H -1.31198 5.72207 1.26139
Br 2.56205 1.60437 1.99471
C 4.07746 0.88945 0.86638
C 4.19143 -0.63576 0.94801
Br 4.28790 -1.38579 2.80905
H 4.97023 1.34854 1.29100
H 3.89450 1.19104 -0.16497
H 5.05076 -1.00547 0.38859
H 3.32811 -1.07106 0.44473
Br -3.05714 0.13004 2.39151
C -2.52962 -1.21033 3.79439
C -3.73575 -2.03281 4.28447
Br -4.72815 -3.02758 2.83111
H -2.14758 -0.76134 4.71121
H -1.79012 -1.91087 3.40641
H -4.37268 -1.32528 4.81534
H -3.43134 -2.70246 5.08884
*
```



Here is a 6-piece molecular cluster, C5H20ClN10O5 overall from the OMol25 dataset. Energies are from the ωB97M-V functional and the def2-TZVPD basis.

Values from the calculation:
DFT total energy	-43169.869	eV
energy relative to the best compared isomer or geometry (same formula, charge and spin)	97.40	kJ/mol
max |F|	7.4	eV Å⁻¹
Kohn-Sham gap (spin up / spin down)	9.4 / 2.7	eV

```
! RIJCOSX wB97M-V def2-TZVPD def2/J DEFGRID3
* xyz 0 2
Cl 1.02348 -0.34886 0.26880
C -2.56775 -1.14635 -1.26047
O -3.66818 -1.42660 -1.56604
N -1.48460 -1.65939 -1.75329
N -2.20413 -0.41674 -0.29063
H -0.63804 -1.10884 -1.73544
H -1.71201 -2.19872 -2.57640
H -2.89838 0.01923 0.29932
H -1.22731 -0.28490 -0.07031
C -1.55261 -1.72881 3.82388
O -2.19366 -2.73702 4.19239
N -1.61951 -0.54806 4.39730
N -0.81421 -1.62951 2.76326
H -2.05459 -0.34728 5.28639
H -0.92090 0.08370 4.03273
H -0.65521 -0.80975 2.19509
H -0.60865 -2.46056 2.22734
C 1.63787 -4.13575 -0.96235
O 1.64921 -5.21176 -1.55480
N 2.24024 -2.98633 -1.23772
N 0.79613 -4.04646 0.04783
H 2.74167 -2.83372 -2.10107
H 1.93900 -2.23752 -0.63056
H 0.60073 -3.07178 0.22649
H 0.03829 -4.71360 0.02147
C 3.09322 2.82788 -1.38365
O 3.71152 3.75833 -1.93517
N 2.22497 2.10226 -2.05039
N 3.02156 2.61381 -0.07504
H 2.55393 2.29332 -2.98602
H 1.83622 1.20956 -1.78196
H 2.73729 1.72029 0.30035
H 3.39761 3.36978 0.47922
C -1.07272 3.68975 -1.05618
O -0.99772 4.25396 -2.07562
N -1.90479 4.10971 -0.10324
N -0.24183 2.78292 -0.72043
H -2.70470 4.71361 -0.22797
H -1.82646 3.49839 0.69692
H 0.58511 2.72819 -1.29774
H -0.26010 2.31363 0.17374
*
```



Here is a 2-piece molecular cluster, C6H9N4 overall from the OMol25 dataset. Energies are from the ωB97M-V functional and the def2-TZVPD basis.

Values from the calculation:
DFT total energy	-12317.691	eV
energy relative to the best compared isomer or geometry (same formula, charge and spin)	476.90	kJ/mol
max |F|	6.3	eV Å⁻¹
Kohn-Sham gap	9.8	eV

```
! RIJCOSX wB97M-V def2-TZVPD def2/J DEFGRID3
* xyz 1 1
C -1.43319 -0.90285 -1.26661
C -3.38672 0.33309 -0.87545
C 1.13336 -0.03532 0.58380
C 2.39656 -1.84749 0.11591
C 1.26449 2.30161 1.38849
C -2.23274 0.19965 -1.48763
N -0.81563 -1.89168 -1.31983
N -4.24578 0.74296 -0.16503
N 1.23608 -1.15115 0.02602
N 1.07715 1.03569 1.01082
H 3.30114 -1.34338 0.42183
H 2.25791 -2.81206 0.68232
H 2.43421 -2.14707 -0.91985
H 1.59366 2.36038 2.52564
H 0.31918 2.92816 1.32578
H 1.99147 2.89313 0.88364
H -2.15710 0.69355 -2.44516
H 0.41203 -1.73852 -0.43931
H -5.14608 0.38130 -0.04540
*
```